Entry 1:
{"formula": "C53H54N12O5PSSeTl", "method": "ωB97M-V with the def2-TZVPD basis set", "e_tot_ha": -6398.57102, "mol_weight_da": 1285.5, "charge": -2, "homo_ev": [0.5, 0.9], "lumo_ev": [3.43, 3.44], "elements": ["Tl", "N", "P", "C", "C", "C", "C", "C", "C", "C", "C", "C", "C", "C", "C", "C", "C", "C", "C", "C", "N", "H", "H", "H", "H", "H", "H", "H", "H", "H", "H", "H", "H", "H", "H", "H", "O", "H", "H", "O", "H", "H", "O", "H", "H", "S", "C", "N", "Se", "C", "C", "C", "C", "C", "C", "H", "H", "H", "H", "H", "O", "C", "N", "C", "C", "O", "N", "C", "C", "C", "C", "C", "C", "C", "C", "C", "C", "C", "C", "H", "H", "H", "H", "H", "H", "H", "H", "H", "H", "H", "C", "C", "N", "C", "C", "N", "C", "N", "N", "N", "C", "C", "C", "C", "C", "C", "H", "H", "H", "H", "H", "H", "H", "H", "H", "H", "H", "C", "N", "C", "C", "N", "H", "H", "H", "H", "H", "H"], "coordinates": [[-0.06, -1.21, 1.28], [-4.24, 0.01, 0.27], [-3.28, -0.72, -0.92], [-4.68, -1.09, -2.08], [-6.01, -1.25, -1.82], [-6.90, -1.52, -2.87], [-6.48, -1.69, -4.15], [-5.14, -1.53, -4.39], [-4.23, -1.24, -3.37], [-2.67, -2.35, -0.45], [-3.45, -3.16, 0.41], [-3.14, -4.49, 0.60], [-2.03, -4.99, 0.00], [-1.17, -4.21, -0.71], [-1.51, -2.89, -0.99], [-4.01, 0.37, 1.57], [-4.78, 1.39, 2.09], [-4.54, 1.80, 3.43], [-3.71, 0.99, 4.23], [-3.09, -0.07, 3.62], [-3.22, -0.38, 2.30], [-4.82, 0.79, -0.12], [-6.42, -1.26, -0.79], [-7.93, -1.66, -2.60], [-7.15, -1.87, -4.96], [-4.79, -1.67, -5.48], [-3.17, -1.22, -3.62], [-4.25, -2.63, 0.93], [-3.73, -5.10, 1.32], [-1.82, -6.07, 0.13], [-0.29, -4.69, -1.15], [-0.98, -2.23, -1.69], [-5.51, 1.92, 1.53], [-5.29, 2.59, 3.76], [-3.50, 1.21, 5.28], [-2.40, -0.67, 4.20], [0.13, -1.29, 4.93], [0.42, -2.14, 4.62], [-0.20, -1.43, 5.84], [1.59, 0.60, 3.16], [1.98, -0.01, 2.47], [1.31, 0.08, 3.91], [1.16, -3.25, 3.12], [0.83, -4.17, 3.36], [2.13, -3.31, 2.88], [-3.73, 2.18, -2.49], [-2.20, 1.29, -2.31], [-2.09, 0.01, -1.64], [1.53, -3.12, -2.18], [1.60, -2.18, -3.83], [1.08, -0.87, -3.84], [1.38, -0.04, -4.88], [1.95, -0.59, -6.06], [2.24, -1.93, -6.12], [2.05, -2.77, -5.04], [0.56, -0.39, -2.96], [1.08, 1.01, -4.79], [1.92, -0.03, -7.00], [2.74, -2.35, -6.99], [2.28, -3.85, -5.01], [3.53, 1.05, -0.20], [3.84, -0.21, 0.21], [4.99, -0.72, -0.19], [5.27, -1.95, 0.55], [3.97, -2.04, 1.41], [3.77, -2.89, 2.26], [3.15, -0.88, 1.13], [5.41, -3.23, -0.31], [5.19, -3.23, -1.69], [4.93, -4.40, -2.39], [5.11, -5.62, -1.78], [5.58, -5.65, -0.42], [5.62, -4.47, 0.30], [6.46, -1.85, 1.54], [7.68, -2.57, 1.28], [8.67, -2.52, 2.22], [8.52, -1.72, 3.36], [7.40, -0.96, 3.58], [6.34, -1.02, 2.66], [5.67, -0.16, -0.70], [5.07, -2.33, -2.33], [4.48, -4.40, -3.38], [4.95, -6.52, -2.37], [5.68, -6.63, 0.01], [5.77, -4.61, 1.34], [7.82, -3.34, 0.52], [9.65, -2.99, 2.03], [9.36, -1.72, 4.04], [7.26, -0.30, 4.43], [5.42, -0.49, 2.81], [-0.95, 2.20, -1.90], [-0.86, 2.56, -0.48], [0.20, 2.24, 0.30], [-0.09, 2.62, 1.63], [-1.20, 3.35, 1.63], [-1.61, 3.48, 0.29], [-2.49, 4.56, -0.23], [-3.51, 5.01, 0.72], [-3.28, 5.07, 2.11], [-4.28, 5.72, 2.66], [-5.31, 5.97, 1.74], [-6.55, 6.55, 1.83], [-7.29, 6.60, 0.63], [-6.72, 6.27, -0.61], [-5.40, 5.79, -0.71], [-4.72, 5.62, 0.48], [-2.02, 1.14, -3.39], [0.00, 1.62, -2.12], [-1.01, 3.15, -2.43], [0.54, 2.34, 2.45], [-1.72, 3.82, 2.46], [-2.95, 4.25, -1.17], [-1.90, 5.46, -0.51], [-6.89, 6.78, 2.87], [-8.33, 6.91, 0.67], [-7.39, 6.30, -1.48], [-5.04, 5.38, -1.66], [3.98, 2.99, 1.87], [2.96, 3.05, 0.77], [2.48, 4.36, 0.32], [2.48, 1.90, 0.26], [1.32, 1.50, -0.16], [5.03, 3.28, 1.63], [3.96, 2.05, 2.42], [3.60, 3.70, 2.57], [2.33, 4.37, -0.80], [3.22, 5.12, 0.72], [1.51, 4.61, 0.82]]}

---

Entry 2:
{"formula": "C53H55I2MoN2O5S2SeSi", "method": "ωB97M-V with the def2-TZVPD basis set", "e_tot_ha": -6689.13249, "mol_weight_da": 1321.0, "multiplicity": 3, "relative_energy_ev": 1.650, "charge": 1, "homo_ev": [-9.8, -9.8], "lumo_ev": [-3.93, -3.65], "elements": ["Mo", "C", "C", "C", "C", "C", "C", "C", "S", "O", "C", "C", "C", "C", "C", "C", "C", "C", "C", "C", "C", "C", "C", "C", "C", "C", "C", "C", "C", "C", "S", "O", "C", "C", "C", "C", "C", "C", "C", "H", "H", "H", "H", "H", "H", "H", "H", "H", "H", "H", "H", "H", "H", "H", "H", "H", "H", "H", "H", "H", "H", "H", "H", "H", "H", "I", "C", "I", "H", "H", "O", "H", "H", "Se", "C", "N", "C", "N", "O", "H", "H", "H", "H", "H", "H", "C", "C", "C", "C", "Si", "O", "C", "C", "C", "C", "C", "C", "C", "C", "C", "C", "C", "C", "H", "H", "H", "H", "H", "H", "H", "H", "H", "H", "H", "H", "H", "H", "H", "H", "H", "H", "H"], "coordinates": [[-1.26, 2.04, 0.46], [-2.77, -0.64, -8.54], [-2.07, -0.72, -7.21], [-0.79, -1.27, -7.11], [-0.14, -1.34, -5.89], [-0.78, -0.85, -4.76], [-2.03, -0.28, -4.84], [-2.68, -0.22, -6.06], [0.08, -0.87, -3.19], [1.53, -0.83, -3.50], [-0.35, -2.56, -2.66], [-1.74, -2.85, -2.64], [-2.20, -4.03, -2.15], [-1.30, -4.98, -1.61], [-1.76, -6.19, -1.04], [-0.89, -7.07, -0.46], [0.48, -6.77, -0.43], [0.96, -5.62, -0.98], [0.09, -4.69, -1.60], [0.57, -3.45, -2.15], [2.05, -3.24, -2.09], [2.89, -3.95, -2.99], [2.37, -4.78, -4.02], [3.19, -5.43, -4.88], [4.60, -5.30, -4.76], [5.13, -4.51, -3.79], [4.30, -3.81, -2.89], [4.84, -2.95, -1.90], [4.03, -2.26, -1.06], [2.64, -2.42, -1.15], [1.61, -1.41, -0.12], [2.54, -0.52, 0.66], [1.04, -2.65, 1.04], [-0.32, -2.92, 1.12], [-0.78, -3.81, 2.08], [0.09, -4.42, 2.97], [-0.40, -5.38, 4.02], [1.46, -4.13, 2.87], [1.93, -3.26, 1.92], [-2.18, -1.08, -9.33], [-2.98, 0.40, -8.81], [-3.73, -1.16, -8.50], [-0.31, -1.65, -8.00], [0.86, -1.74, -5.80], [-2.50, 0.13, -3.94], [-3.66, 0.23, -6.13], [-2.44, -2.12, -3.04], [-3.25, -4.25, -2.15], [-2.83, -6.39, -1.06], [-1.26, -7.99, -0.03], [1.17, -7.46, 0.04], [2.02, -5.40, -0.94], [1.29, -4.88, -4.11], [2.78, -6.05, -5.66], [5.24, -5.83, -5.45], [6.21, -4.41, -3.70], [5.92, -2.85, -1.84], [4.43, -1.57, -0.32], [-1.01, -2.45, 0.43], [-1.84, -4.04, 2.13], [-1.49, -5.36, 4.09], [0.02, -5.15, 4.99], [-0.11, -6.40, 3.77], [2.15, -4.61, 3.55], [2.99, -3.03, 1.84], [0.16, 2.42, -1.79], [-2.89, 4.26, -2.27], [-2.96, 4.16, -0.23], [-3.74, 3.87, -2.82], [-2.17, 4.93, -2.70], [-0.07, 0.63, 1.80], [-0.49, -0.24, 1.83], [0.81, 0.46, 1.35], [-2.41, 0.23, -0.31], [-5.20, 1.07, 2.18], [-4.18, 0.82, 3.18], [-2.93, 1.32, 3.11], [-2.04, 0.95, 4.05], [-2.61, 2.15, 2.23], [-6.13, 1.35, 2.67], [-5.35, 0.20, 1.55], [-4.87, 1.90, 1.55], [-4.38, 0.15, 3.90], [-2.26, 0.33, 4.80], [-1.11, 1.36, 4.00], [1.99, 5.52, 0.14], [2.13, 4.85, 1.51], [2.94, 3.55, 1.34], [2.90, 5.79, 2.45], [0.50, 4.43, 2.33], [-0.25, 3.18, 1.48], [-0.84, 5.74, 2.40], [-0.76, 7.04, 1.90], [-1.85, 7.90, 1.93], [-3.06, 7.47, 2.46], [-3.16, 6.18, 2.98], [-2.06, 5.34, 2.95], [0.75, 3.81, 4.08], [1.22, 2.52, 4.35], [1.49, 2.11, 5.65], [1.28, 2.99, 6.71], [0.81, 4.27, 6.46], [0.55, 4.68, 5.16], [2.97, 5.84, -0.21], [1.35, 6.40, 0.16], [1.57, 4.83, -0.60], [3.87, 3.77, 0.82], [2.40, 2.80, 0.75], [3.20, 3.11, 2.31], [3.89, 6.00, 2.03], [3.05, 5.35, 3.44], [2.40, 6.75, 2.58], [0.17, 7.41, 1.48], [-1.76, 8.91, 1.54], [-3.91, 8.13, 2.48], [-4.09, 5.85, 3.41], [-2.16, 4.34, 3.36], [1.39, 1.83, 3.54], [1.86, 1.11, 5.84], [1.50, 2.68, 7.72], [0.65, 4.95, 7.28], [0.18, 5.68, 4.98]]}

---

Entry 3:
{"formula": "C53H62N6O19S", "method": "ωB97M-V with the def2-TZVPD basis set", "e_tot_ha": -4212.33621, "mol_weight_da": 1119.2, "homo_ev": -8.9, "lumo_ev": -0.91, "elements": ["C", "C", "O", "C", "C", "O", "C", "C", "C", "C", "C", "C", "C", "C", "O", "C", "C", "O", "C", "C", "C", "S", "O", "O", "O", "H", "H", "H", "H", "H", "H", "H", "H", "H", "H", "H", "H", "H", "H", "H", "H", "H", "H", "H", "H", "H", "H", "H", "H", "H", "H", "H", "H", "H", "H", "H", "H", "O", "N", "O", "C", "C", "C", "C", "C", "C", "H", "H", "H", "H", "H", "O", "N", "O", "C", "C", "C", "C", "C", "C", "H", "H", "H", "H", "H", "O", "N", "O", "C", "C", "C", "C", "C", "C", "H", "H", "H", "H", "H", "O", "N", "O", "C", "C", "C", "C", "C", "C", "H", "H", "H", "H", "H", "O", "N", "O", "C", "C", "C", "C", "C", "C", "H", "H", "H", "H", "H", "O", "N", "O", "C", "C", "C", "C", "C", "C", "H", "H", "H", "H", "H"], "coordinates": [[3.80, 4.64, 1.48], [3.65, 4.00, 0.01], [2.24, 3.77, -0.20], [2.06, 2.75, -1.22], [1.78, 1.34, -0.51], [0.82, 0.63, -1.31], [-0.49, 0.62, -0.71], [-0.70, -0.89, -0.12], [-2.22, -1.35, -0.39], [-3.31, -0.30, 0.13], [-4.37, 0.02, -1.06], [-5.85, -0.51, -0.68], [-6.54, 0.63, 0.21], [-7.75, 1.24, -0.66], [-8.05, 2.54, -0.08], [-8.68, 2.40, 1.17], [-8.40, 3.53, 2.26], [-9.47, 1.49, 1.47], [-0.34, -0.81, 1.43], [-0.46, -2.18, 2.22], [0.14, -3.42, 1.36], [1.16, -2.69, 0.02], [1.62, -3.82, -0.88], [2.40, -2.00, 0.50], [0.17, -1.75, -0.91], [3.01, 4.13, 2.12], [3.60, 5.75, 1.46], [4.82, 4.43, 1.93], [4.10, 4.76, -0.71], [4.27, 3.04, -0.05], [1.19, 2.98, -1.91], [3.00, 2.64, -1.84], [1.47, 1.50, 0.57], [2.78, 0.78, -0.49], [-0.61, 1.38, 0.12], [-1.30, 0.80, -1.50], [-2.45, -2.35, 0.11], [-2.28, -1.55, -1.51], [-3.93, -0.84, 0.93], [-2.88, 0.66, 0.55], [-4.37, 1.12, -1.35], [-4.10, -0.54, -2.02], [-6.46, -0.71, -1.62], [-5.68, -1.48, -0.09], [-5.83, 1.49, 0.47], [-6.94, 0.16, 1.16], [-7.41, 1.38, -1.74], [-8.65, 0.55, -0.69], [-8.44, 4.53, 1.75], [-9.21, 3.40, 3.05], [-7.41, 3.28, 2.76], [0.68, -0.30, 1.53], [-1.08, -0.07, 1.91], [0.25, -2.09, 3.12], [-1.48, -2.40, 2.66], [0.80, -4.10, 1.97], [-0.74, -4.00, 0.90], [-3.88, -0.77, 2.85], [-3.91, -0.41, 4.02], [-2.94, -0.05, 4.66], [-5.21, -0.43, 4.70], [-6.34, -0.87, 4.02], [-7.56, -0.91, 4.67], [-7.65, -0.50, 6.00], [-6.52, -0.05, 6.67], [-5.29, -0.01, 6.03], [-6.28, -1.19, 2.98], [-8.44, -1.26, 4.15], [-8.61, -0.53, 6.51], [-6.60, 0.27, 7.71], [-4.42, 0.34, 6.56], [6.61, -7.79, -0.34], [7.26, -6.90, -0.85], [8.46, -6.95, -1.05], [6.56, -5.67, -1.24], [5.19, -5.56, -0.99], [4.53, -4.39, -1.34], [5.23, -3.35, -1.94], [6.59, -3.47, -2.19], [7.26, -4.64, -1.84], [4.63, -6.37, -0.52], [3.46, -4.28, -1.14], [4.71, -2.43, -2.20], [7.14, -2.66, -2.66], [8.32, -4.72, -2.04], [8.37, -0.88, -2.89], [8.62, -1.35, -3.99], [8.75, -2.55, -4.22], [8.79, -0.43, -5.11], [8.69, 0.95, -4.89], [8.87, 1.82, -5.95], [9.14, 1.33, -7.22], [9.23, -0.04, -7.44], [9.05, -0.93, -6.39], [8.47, 1.34, -3.90], [8.80, 2.89, -5.79], [9.29, 2.02, -8.05], [9.44, -0.42, -8.44], [9.13, -1.99, -6.57], [11.03, 2.72, -8.94], [11.07, 1.87, -9.81], [10.10, 1.52, -10.46], [12.35, 1.22, -10.08], [13.47, 1.57, -9.32], [14.68, 0.93, -9.57], [14.77, -0.04, -10.56], [13.65, -0.37, -11.32], [12.43, 0.26, -11.08], [13.41, 2.32, -8.55], [15.55, 1.19, -8.98], [15.71, -0.54, -10.75], [13.73, -1.13, -12.09], [11.57, -0.01, -11.67], [-10.64, 5.00, 4.19], [-11.37, 4.83, 3.22], [-10.98, 4.73, 2.07], [-12.81, 4.73, 3.46], [-13.30, 4.87, 4.76], [-14.67, 4.80, 4.98], [-15.54, 4.59, 3.91], [-15.04, 4.44, 2.62], [-13.67, 4.51, 2.39], [-12.64, 5.03, 5.60], [-15.07, 4.91, 5.98], [-16.61, 4.54, 4.08], [-15.72, 4.27, 1.79], [-13.29, 4.40, 1.38], [-3.67, -1.88, 7.72], [-2.72, -2.08, 8.46], [-2.71, -1.82, 9.65], [-1.51, -2.65, 7.87], [-1.47, -2.92, 6.51], [-0.31, -3.45, 5.95], [0.80, -3.70, 6.76], [0.75, -3.44, 8.12], [-0.41, -2.91, 8.69], [-2.32, -2.73, 5.87], [-0.26, -3.66, 4.89], [1.70, -4.11, 6.32], [1.61, -3.64, 8.75], [-0.43, -2.71, 9.75]]}